# 1
{
  "formula": "C39H40AsN3O12P2SiSn",
  "method": "the ωB97M-V functional and the def2-TZVPD basis",
  "species": ["Sn", "C", "Si", "C", "C", "N", "C", "C", "C", "C", "C", "C", "O", "C", "C", "C", "C", "C", "C", "H", "H", "H", "H", "H", "H", "H", "H", "H", "H", "H", "H", "H", "H", "H", "H", "H", "H", "O", "P", "O", "O", "O", "P", "O", "O", "O", "H", "H", "C", "C", "N", "C", "C", "N", "C", "O", "O", "C", "O", "O", "H", "H", "H", "H", "H", "C", "C", "C", "C", "C", "C", "As", "C", "C", "C", "C", "C", "C", "C", "C", "C", "C", "C", "C", "H", "H", "H", "H", "H", "H", "H", "H", "H", "H", "H", "H", "H", "H", "H"],
  "coordinates": [[0.75282, -0.66146, -1.17005], [-2.43836, -1.61863, 3.05253], [-1.53291, -2.26327, 1.46728], [-2.33343, -3.98989, 1.11093], [0.25519, -2.54791, 2.05242], [-1.54471, -1.16254, 0.16988], [-2.66026, -0.60173, -0.32625], [-3.96698, -1.07478, -0.09065], [-5.09054, -0.42796, -0.55373], [-4.97921, 0.74927, -1.27230], [-3.70921, 1.24588, -1.53540], [-2.57892, 0.57848, -1.11295], [-1.31637, 1.12715, -1.30691], [-1.07940, 1.89715, -2.41470], [-0.19429, 2.96065, -2.27506], [0.09211, 3.76545, -3.36147], [-0.49715, 3.52183, -4.59008], [-1.34852, 2.43916, -4.73627], [-1.64551, 1.62996, -3.65744], [-2.34879, -2.29848, 3.89592], [-3.49770, -1.45026, 2.88150], [-2.00021, -0.66706, 3.34251], [-1.73269, -4.80544, 1.50459], [-2.42900, -4.13971, 0.04031], [-3.32819, -4.07590, 1.54495], [0.38261, -3.52677, 2.50797], [0.52459, -1.80623, 2.79871], [0.96040, -2.45127, 1.23118], [-4.07325, -1.98301, 0.47981], [-6.07280, -0.83532, -0.34212], [-5.85182, 1.27526, -1.63626], [-3.59426, 2.17405, -2.07938], [0.28157, 3.12176, -1.31678], [0.79127, 4.58110, -3.25237], [-0.27637, 4.16277, -5.43330], [-1.76267, 2.20281, -5.70616], [-2.28079, 0.76568, -3.77519], [4.55016, 0.07569, 0.03337], [3.97322, 0.51442, -1.40113], [4.87779, 1.47242, -2.04561], [2.51746, 0.89750, -1.18520], [3.97550, -0.90411, -2.22072], [3.62970, -2.26546, -1.43244], [5.04156, -2.62148, -0.68423], [3.30207, -3.33887, -2.38579], [2.70216, -1.93616, -0.28990], [4.01714, -0.69450, 0.26780], [5.61862, -2.98964, -1.35023], [0.64892, -4.85521, -1.04324], [0.32669, -4.21698, -2.33370], [0.29356, -2.92232, -2.54174], [0.03241, -2.73101, -3.86041], [-0.12866, -3.95904, -4.47398], [0.06390, -4.88411, -3.47471], [-0.50050, -4.39753, -5.83001], [-0.73860, -3.46103, -6.71089], [-0.60178, -5.58833, -6.08342], [0.00380, -1.34313, -4.43201], [-0.29551, -1.22154, -5.64617], [0.27012, -0.40787, -3.65729], [0.21117, -4.25686, -0.24644], [1.73346, -4.82433, -0.92358], [0.28860, -5.88285, -1.00798], [0.03603, -5.87753, -3.64339], [-0.56147, -2.48101, -6.31583], [2.47306, 5.77619, 1.09017], [3.13613, 4.64936, 0.63455], [2.57596, 3.39254, 0.79062], [1.34547, 3.23146, 1.42272], [0.67256, 4.37746, 1.84036], [1.22976, 5.63528, 1.68128], [0.54953, 1.41206, 1.53048], [1.70219, 0.74347, 2.98854], [1.21909, 0.25961, 4.20155], [2.07232, -0.30942, 5.13263], [3.42184, -0.44437, 4.85459], [3.90655, -0.01227, 3.63244], [3.05628, 0.58351, 2.71739], [-0.98785, 1.95446, 2.67331], [-0.85631, 2.51592, 3.94312], [-1.96874, 2.81328, 4.71208], [-3.24234, 2.58595, 4.21407], [-3.38894, 2.06430, 2.94023], [-2.27196, 1.74417, 2.18378], [2.90802, 6.75989, 0.96497], [4.09056, 4.74366, 0.13702], [3.08729, 2.54293, 0.36055], [-0.31000, 4.29530, 2.28998], [0.68569, 6.50958, 2.01713], [0.16044, 0.31841, 4.42604], [1.67796, -0.65910, 6.07859], [4.08514, -0.89868, 5.57991], [4.94871, -0.14847, 3.37996], [3.45517, 0.90179, 1.76652], [0.13409, 2.72209, 4.33594], [-1.84760, 3.22261, 5.70754], [-4.11384, 2.81470, 4.81636], [-4.37546, 1.88980, 2.53341], [-2.39453, 1.30266, 1.20533]],
  "forces_ev_per_a": [[-0.25, -0.13, -0.21], [0.25, -0.11, -0.71], [-0.11, -0.35, 0.87], [0.23, 0.55, 0.00], [-0.58, 0.17, -0.42], [0.58, -0.36, 0.38], [0.25, 0.16, -0.19], [-0.05, -0.02, -0.03], [-0.36, 0.09, 0.00], [-0.08, 0.09, -0.10], [0.05, 0.18, -0.03], [-0.59, 0.09, 0.02], [0.08, -0.35, 0.16], [-0.02, 0.81, -0.66], [-0.15, -0.39, 0.35], [0.03, 0.08, -0.15], [0.08, 0.12, -0.03], [-0.07, 0.00, 0.01], [0.02, -0.12, 0.18], [0.13, -0.26, 0.09], [-0.23, 0.08, -0.07], [0.07, 0.16, 0.10], [0.16, -0.13, 0.13], [-0.03, -0.05, -0.29], [-0.15, 0.06, 0.08], [0.00, -0.21, 0.03], [0.05, 0.14, 0.08], [0.26, -0.11, -0.05], [-0.04, -0.19, 0.10], [-0.01, -0.06, 0.02], [-0.03, 0.01, 0.02], [-0.02, 0.01, -0.01], [0.03, 0.04, 0.05], [0.07, 0.07, 0.07], [0.04, -0.02, -0.06], [-0.05, -0.04, -0.04], [-0.05, -0.03, -0.04], [0.41, 0.42, -0.21], [0.07, 0.88, -0.22], [0.17, 0.12, -0.10], [-0.13, -0.18, -0.16], [-0.19, -0.03, 0.19], [0.85, -1.32, -0.23], [-0.49, 0.17, 0.05], [-0.06, -0.07, -0.26], [-0.37, 0.24, 0.12], [-0.26, -0.35, 0.77], [0.34, -0.21, -0.25], [0.20, 0.11, 0.05], [-0.11, -0.07, -0.04], [0.07, 0.21, 0.29], [-0.09, -0.39, -0.41], [0.04, 0.52, 0.17], [-0.01, 0.12, -0.25], [-0.09, -0.02, -0.17], [0.15, 0.53, 0.06], [0.04, -0.04, 0.11], [-0.11, -0.30, 0.00], [-0.12, -0.16, -0.40], [0.28, 0.08, 0.52], [-0.03, -0.16, 0.10], [0.02, -0.08, 0.06], [-0.02, 0.01, 0.11], [0.00, 0.07, 0.08], [-0.04, -0.43, 0.09], [0.01, 0.08, -0.03], [0.13, 0.09, 0.01], [0.07, -0.19, -0.10], [-0.11, -0.05, -0.18], [-0.28, -0.15, 0.10], [0.00, 0.13, 0.04], [-0.13, 0.75, 0.89], [-0.03, -0.19, 0.00], [-0.27, 0.07, -0.04], [-0.01, -0.04, 0.13], [0.03, -0.05, 0.07], [0.12, 0.02, 0.04], [-0.05, 0.14, -0.18], [0.02, -0.21, -0.19], [0.26, 0.04, 0.03], [0.05, 0.07, 0.12], [-0.11, -0.03, -0.09], [-0.18, 0.05, 0.05], [0.23, -0.06, -0.18], [0.03, 0.02, -0.02], [0.08, -0.03, -0.06], [-0.02, -0.03, 0.03], [0.08, 0.04, -0.04], [-0.04, 0.01, 0.01], [0.07, -0.04, 0.01], [-0.05, -0.03, 0.01], [0.02, -0.03, 0.00], [0.08, 0.03, -0.05], [0.08, 0.01, -0.03], [-0.05, -0.03, 0.01], [0.06, 0.04, 0.01], [0.00, 0.00, -0.01], [-0.05, -0.05, -0.05], [-0.09, -0.01, -0.03]],
  "lumo_ha": 0.149,
  "e_homo_ev": -2.381,
  "spin_multiplicity": 1,
  "homo_lumo_gap_ev": 6.44,
  "charge": -2
}


# 2
{
  "formula": "C22H20F6N7O4S5SbTl",
  "method": "the ωB97M-V functional and the def2-TZVPD basis",
  "species": ["Tl", "S", "C", "S", "C", "C", "N", "C", "N", "S", "C", "N", "N", "C", "C", "C", "C", "C", "C", "N", "N", "C", "C", "C", "C", "C", "C", "H", "H", "H", "H", "H", "H", "H", "H", "H", "H", "H", "F", "C", "F", "F", "S", "O", "O", "N", "S", "O", "O", "C", "F", "F", "F", "C", "Sb", "C", "C", "H", "H", "H", "H", "H", "H", "H", "H", "H"],
  "coordinates": [[0.00751, 0.10142, -0.35147], [2.50655, -0.68211, -0.82980], [2.69569, 0.99245, -1.15578], [1.27236, 1.91510, -1.56448], [3.91600, 1.62398, -1.09820], [5.11820, 0.91752, -0.76070], [6.10040, 0.38599, -0.48052], [4.03717, 3.04038, -1.28082], [4.15326, 4.18206, -1.38771], [-1.07093, -1.75681, 0.85614], [-0.62648, -1.38953, 2.51290], [-1.40321, -1.81919, 3.42911], [-0.97466, -1.77375, 4.73774], [0.23509, -2.21387, 5.27141], [1.27856, -2.75609, 4.52269], [2.40083, -3.26328, 5.16500], [2.51982, -3.22816, 6.54650], [1.48440, -2.67446, 7.29018], [0.35719, -2.17453, 6.66348], [0.56906, -0.68367, 2.91033], [0.98794, 0.14000, 2.10279], [2.18554, 0.83469, 2.51110], [2.44022, 2.05134, 1.90431], [3.60237, 2.74423, 2.21263], [4.50635, 2.20053, 3.11139], [4.24071, 0.97536, 3.71862], [3.07623, 0.28916, 3.42629], [-1.75227, -1.79202, 5.37312], [1.21473, -2.81274, 3.44497], [3.19173, -3.69655, 4.56485], [3.39945, -3.62521, 7.03510], [1.54975, -2.63758, 8.37078], [-0.44677, -1.74799, 7.25389], [1.73759, 2.45101, 1.18200], [3.80571, 3.69303, 1.73258], [5.42864, 2.72306, 3.32957], [4.95520, 0.54654, 4.40910], [2.85755, -0.67092, 3.87574], [-3.08350, -2.56226, -1.33674], [-4.19161, -1.88206, -1.05412], [-5.17101, -2.33922, -1.83423], [-4.52595, -2.08888, 0.21453], [-3.97022, -0.08298, -1.36759], [-2.87834, 0.36970, -0.53464], [-5.27241, 0.45495, -1.11781], [-3.63516, -0.04835, -2.91089], [-2.17128, -0.10618, -3.49617], [-1.14650, -0.56474, -2.57061], [-2.17749, -0.66592, -4.80912], [-1.79705, 1.66909, -3.76770], [-0.65755, 1.80179, -4.43216], [-2.77558, 2.24218, -4.46206], [-1.68950, 2.31089, -2.59214], [-0.67362, 4.61689, 0.21063], [-1.36066, 2.73364, 0.94658], [-1.14693, 3.21342, 3.02027], [-3.44590, 3.16982, 0.86119], [-1.08544, 5.40957, 0.83565], [-1.00356, 4.74206, -0.82039], [0.41534, 4.65428, 0.23099], [-1.65650, 4.15799, 3.21195], [-0.09234, 3.30328, 3.28157], [-1.59554, 2.42616, 3.62632], [-3.59672, 4.24309, 0.97598], [-3.94416, 2.63158, 1.66759], [-3.86662, 2.82487, -0.08204]],
  "forces_ev_per_a": [[0.14, -0.08, -0.16], [0.01, -0.14, 0.09], [0.18, -0.08, -0.09], [-0.26, -0.04, 0.16], [0.26, 0.17, -0.03], [-0.28, 0.19, -0.07], [0.03, -0.02, 0.01], [0.03, -0.31, 0.05], [-0.03, 0.04, 0.01], [0.15, 0.20, 0.02], [0.27, 0.32, -0.13], [0.14, -0.31, 0.39], [-0.07, 0.50, -0.01], [-0.13, -0.24, 0.01], [0.05, -0.26, 0.03], [-0.04, 0.01, -0.02], [-0.04, 0.05, 0.00], [0.01, -0.01, -0.01], [0.06, 0.01, 0.07], [-0.37, 0.01, -0.15], [0.56, 0.32, -0.04], [-0.38, -0.16, -0.12], [-0.02, 0.16, -0.07], [-0.04, 0.01, 0.04], [-0.02, -0.05, 0.04], [0.00, 0.05, -0.04], [0.03, -0.10, 0.08], [-0.03, -0.19, -0.09], [0.03, -0.12, 0.12], [0.00, 0.01, 0.00], [0.00, 0.01, -0.01], [0.00, 0.02, -0.01], [0.00, -0.01, -0.01], [0.03, -0.02, -0.04], [0.01, -0.03, -0.03], [0.00, -0.01, 0.00], [0.00, 0.00, 0.00], [0.03, 0.03, 0.00], [0.07, -0.06, 0.01], [-0.02, 0.04, -0.14], [-0.07, -0.08, 0.01], [0.03, -0.04, 0.13], [0.11, 0.43, -0.19], [-0.31, -0.19, 0.01], [0.10, 0.02, -0.10], [0.12, -0.11, 0.07], [-0.08, -0.34, 0.21], [-0.16, 0.15, -0.19], [-0.02, 0.02, 0.09], [-0.05, 0.06, 0.07], [0.06, 0.05, -0.02], [0.01, 0.08, -0.07], [0.00, 0.04, 0.00], [0.10, -0.01, -0.04], [-0.21, -0.03, 0.09], [0.05, -0.02, 0.06], [-0.05, -0.08, -0.08], [-0.01, 0.01, -0.04], [0.01, 0.02, 0.02], [-0.02, 0.02, -0.01], [0.02, -0.01, 0.05], [-0.02, 0.01, 0.01], [0.01, 0.02, 0.01], [-0.02, -0.01, 0.04], [-0.01, 0.03, -0.01], [0.03, 0.06, 0.04]],
  "lumo_ha": 0.036,
  "e_homo_ev": -5.906,
  "spin_multiplicity": 1,
  "de_lowest_kcal_mol": 16.18,
  "homo_lumo_gap_ev": 6.90,
  "charge": -1
}